29
Properties=species:S:1:pos:R:3:forces:R:3:lowdin_charge:R:1 method="wB97M-V/def2-TZVPD" e_lumo_ev=-16.0 total_charge=+3 total_energy_ha=-2040.095697 fmax_ha_per_bohr=0.069 orbital_gap_ev=2.33
N 4.648 -0.164 0.471 -0.373 0.210 -2.018 0.065
C 3.722 0.628 -0.399 -0.618 -1.714 1.423 -0.161
C 2.286 0.594 0.321 1.450 0.987 -0.796 -0.320
O 1.630 1.785 0.057 -0.498 -0.605 -0.271 0.029
C 1.432 -0.677 -0.136 0.027 0.959 1.940 -0.171
C -0.075 -0.437 -0.060 -0.511 -1.222 0.283 -0.114
C -0.760 -1.074 0.897 0.276 0.557 -0.850 0.148
C -2.276 -0.805 1.026 -0.127 0.712 -0.351 -0.264
O -2.817 -1.289 1.954 -0.603 -0.889 1.137 0.239
C -3.049 0.062 0.031 1.098 -0.201 -0.670 0.056
B -4.651 0.229 0.122 -1.797 -0.111 0.291 -0.534
O -5.314 0.899 -0.870 1.100 0.311 1.167 0.211
O -5.405 -0.245 1.185 1.195 -0.330 -0.845 0.220
C -2.360 0.685 -0.927 0.158 -0.888 0.942 0.132
C -0.831 0.490 -1.016 -1.090 0.521 0.042 -0.276
O -0.266 1.109 -1.847 1.384 0.223 -1.133 0.204
H 5.591 -0.129 0.064 0.028 0.042 0.454 0.122
H 4.347 -1.149 0.385 0.332 -0.212 0.985 -0.006
H 3.612 0.078 -1.416 -0.144 0.566 -0.206 0.060
H 4.073 1.656 -0.588 -0.105 -0.555 -0.058 0.162
H 2.481 0.518 1.414 -0.099 -0.496 -0.525 0.184
H 2.007 2.525 0.565 -0.130 -0.246 -0.001 0.160
H 1.775 -1.078 -1.182 -2.411 2.629 0.118 -0.082
H 1.710 -1.513 0.619 -0.333 0.552 -0.895 0.137
H -0.267 -1.776 1.592 -0.788 0.290 -0.165 0.157
H -6.130 1.234 -0.449 -0.131 -0.252 -0.695 0.153
H -5.248 -1.191 1.349 -0.144 0.348 0.537 0.133
H -2.847 1.339 -1.671 0.615 -0.234 0.289 0.170
Lu 2.982 -2.304 -1.491 2.239 -0.948 -0.133 2.185